Record 1
The following is a quantum chemistry calculation of C12H12AlCl2N2O2S6 as an isolated structure, from the Open Molecules 2025 dataset.

XYZ file:
```
37
C12H12AlCl2N2O2S6, DFT ωB97M-V with the def2-TZVPD basis set
Al 0.158 0.222 0.374
Cl 2.142 1.359 1.570
C 2.374 2.767 0.537
C 3.492 3.537 0.785
C 3.716 4.644 -0.016
C 2.829 4.950 -1.034
C 1.719 4.152 -1.258
Cl 0.644 4.581 -2.538
C 1.454 3.022 -0.475
S 0.009 2.069 -0.806
H 4.171 3.274 1.584
H 4.582 5.267 0.155
H 2.990 5.810 -1.668
C -4.119 -1.096 -0.660
O -3.706 -0.578 0.643
C -2.472 -0.256 0.796
O -1.588 -0.347 -0.084
N -2.162 0.234 2.014
N -0.797 0.471 2.234
H -5.181 -1.280 -0.552
H -3.581 -2.018 -0.863
H -3.921 -0.347 -1.420
H -2.811 0.176 2.785
H -0.420 -0.207 2.899
H -0.660 1.415 2.592
C 1.914 -3.788 -2.212
S 0.269 -3.063 -2.430
C -0.408 -3.297 -0.828
C 0.021 -2.750 0.320
S 1.368 -1.627 0.518
S -0.939 -3.088 1.741
C -2.261 -3.903 0.941
S -3.653 -4.301 1.679
S -1.892 -4.221 -0.730
H 2.384 -3.746 -3.193
H 1.831 -4.825 -1.898
H 2.504 -3.212 -1.504
```

Properties
Total charge: +1
Relative energy (zero: lowest compared OMol25 entry of this formula, charge and spin): 0.1 kcal per mole
E_tot: -4276.3450 Eh
LUMO level: -3.05 eV
HOMO-LUMO gap: 7.9 eV
E_HOMO: -10.9052 eV

***

Record 2
The following is a quantum chemistry calculation of one molecule with the formula C5H8O2 in a non-equilibrium geometry, from the Open Molecules 2025 dataset.

XYZ file:
```
15
C5H8O2, DFT ωB97M-V with the def2-TZVPD basis set
C 0.260 -1.169 1.617
C -0.248 -0.288 0.567
C 0.266 0.211 -0.553
C 1.566 0.026 -1.283
O -0.641 1.078 -1.151
C -1.778 1.146 -0.321
O -1.508 0.294 0.818
H 1.196 -1.586 1.284
H 0.313 -0.608 2.569
H -0.457 -2.005 1.735
H 1.334 -0.164 -2.333
H 2.181 0.960 -1.227
H 2.130 -0.827 -0.886
H -1.994 2.160 0.086
H -2.621 0.771 -0.924
```

Properties
Relative energy (zero: lowest compared OMol25 entry of this formula, charge and spin): 30.7 kcal per mole
E_tot: -345.7560 Eh
LUMO level: 1.04 eV
SMILES: CC1=C(C)OCO1
HOMO-LUMO gap: 8.7 eV
E_HOMO: -7.6284 eV